1.
This record from the Open Molecules 2025 dataset describes C20H28IN4O2Pd as an isolated structure. The level of theory is the ωB97M-V functional and the def2-TZVPD basis.

Results
Calculated total energy in Eh: -1572.877798
Highest occupied orbital energy (spin up / spin down) in eV: -17.04 / -17.04

Structure (ORCA input):
```
! RIJCOSX wB97M-V def2-TZVPD def2/J DEFGRID3
* xyz 3 1
Pd 0.64231 -1.17889 -0.65896
C 1.47540 2.78428 -3.15429
C 1.10370 3.07681 -1.75644
N 1.20227 4.27322 -1.27294
C 0.68731 4.57903 -0.09184
C -0.15346 3.72330 0.66662
C -0.79764 4.26599 1.92627
O -0.83112 3.30771 2.96392
C -0.28604 2.43066 0.22132
C -1.26330 1.52144 0.81049
N -1.86700 0.74382 0.01135
C -3.06112 0.15003 0.00070
C -4.19862 0.66616 0.68308
C -5.40375 0.02111 0.58204
C -5.52546 -1.11554 -0.21696
C -4.43263 -1.62773 -0.93803
C -3.22462 -0.99510 -0.83033
I -1.62567 -1.58145 -2.04460
C 0.50756 1.99156 -0.94059
O 0.65639 0.82341 -1.30917
H 1.70704 3.70756 -3.67925
H 0.68025 2.24218 -3.66931
H 2.36140 2.13131 -3.16160
H 0.99903 5.53495 0.32466
H -1.82506 4.55623 1.67864
H -0.28631 5.18027 2.22871
H -0.25032 3.57575 3.68482
H -1.45208 1.53280 1.88534
H -4.08752 1.55571 1.29052
H -6.26740 0.39041 1.11878
H -6.48523 -1.60944 -0.30198
H -4.57275 -2.49020 -1.57638
C 3.51447 -0.74998 -0.76851
N 2.47259 -0.92349 0.28914
C 2.52022 0.23606 1.20524
C 2.71737 -2.16111 1.08134
C 2.27944 -3.34763 0.28151
N 0.86212 -3.16562 -0.15906
C 0.62391 -4.12622 -1.27498
C -0.06378 -3.48952 0.96169
H 4.48402 -0.57130 -0.29822
H 3.25136 0.10597 -1.39479
H 3.58039 -1.63635 -1.39071
H 3.47489 0.23144 1.73723
H 1.70817 0.17361 1.92901
H 2.44919 1.15542 0.63822
H 2.14993 -2.08087 2.00844
H 3.77720 -2.22365 1.34515
H 2.35366 -4.27023 0.86369
H 2.88790 -3.47466 -0.61102
H 0.97606 -5.11323 -0.96654
H 1.17448 -3.81320 -2.15978
H -0.43786 -4.19346 -1.49347
H 0.11901 -4.51334 1.29563
H -1.08948 -3.40885 0.61227
H 0.08917 -2.80715 1.79395
*
```


2.
This record from the Open Molecules 2025 dataset describes C20H28LuNO2S as an isolated structure. The level of theory is the ωB97M-V functional and the def2-TZVPD basis.

Results
Calculated total energy in Eh: -2617.732315
Highest occupied orbital energy in eV: -7.55

Structure (ORCA input):
```
! RIJCOSX wB97M-V def2-TZVPD def2/J DEFGRID3
* xyz 0 1
O -1.21530 0.38839 -2.06059
C -0.41746 0.40787 -3.34739
C -1.58020 0.83701 -4.19495
H -0.04534 -0.58675 -3.59892
H 0.36991 1.15159 -3.22769
C -2.36615 0.68586 -2.91835
H -1.86160 0.11882 -4.95909
H -1.63127 1.86870 -4.50423
C -3.25830 -0.50549 -3.06628
H -2.64645 -1.40919 -3.26371
H -3.92295 -0.34293 -3.92668
H -3.84130 -0.62131 -2.15172
C -3.03779 1.97713 -2.46587
H -2.33899 2.82192 -2.33439
H -3.65252 1.81130 -1.57004
H -3.71525 2.25193 -3.28008
Lu 0.14739 -0.07906 2.35411
C 0.92357 1.43263 4.07924
C 2.12056 0.99910 3.42089
C 2.07863 1.48741 2.09464
H 2.99208 0.53235 3.89214
C 0.87075 2.22637 1.89952
C 0.16441 2.21336 3.14936
H -0.78428 2.69797 3.33920
H 0.70667 1.25838 5.12833
H 2.88688 1.37996 1.37420
H 0.60420 2.76183 0.98578
C -0.54533 -1.80501 3.99017
C -1.62486 -0.88654 3.78916
C -2.10163 -1.06173 2.45144
H -2.04909 -0.23939 4.54387
C -1.30335 -2.06877 1.82244
C -0.37461 -2.56237 2.78949
H 0.21136 -3.47451 2.68519
H -0.08640 -2.03629 4.96033
H -2.93732 -0.51466 1.99659
H -1.43039 -2.47845 0.82596
O 1.43899 -1.73046 -1.37573
C 0.87224 -0.47240 -0.87131
C 1.86785 0.68987 -1.08565
H 0.37907 -0.61213 0.16697
H 0.00101 -0.43853 -1.58190
C 2.56024 0.12643 -2.34639
H 2.63368 0.83035 -0.36675
H 1.39789 1.67275 -1.14888
C 2.79952 -1.35440 -1.82868
H 3.32599 0.77738 -2.79016
H 1.77498 -0.01110 -3.12254
H 3.54384 -1.49275 -0.98003
H 3.06322 -2.10475 -2.58597
S 2.29291 -1.95428 1.76804
C 3.08174 -2.18851 3.20668
N 3.65856 -2.37489 4.24020
*
```


3.
This record from the Open Molecules 2025 dataset describes C20H28N2NiSi as an isolated structure. The level of theory is the ωB97M-V functional and the def2-TZVPD basis.

Results
Calculated total energy in Eh: -2685.995297
Highest occupied orbital energy (spin up / spin down) in eV: -5.93 / -5.73
Expectation value of S²: 2.0289

Structure (ORCA input):
```
! RIJCOSX wB97M-V def2-TZVPD def2/J DEFGRID3
* xyz 0 3
C 1.01359 2.17419 2.04402
C 0.01820 1.96756 1.03037
C -1.27218 1.76664 1.70298
H 0.12968 2.14211 -0.03991
C -1.01675 1.92532 3.11421
C 0.36076 2.17688 3.29993
H 0.82814 2.42392 4.25014
H 2.05439 2.44719 1.85614
H -2.23701 1.79826 1.19569
H -1.78063 1.96889 3.88424
Ni -0.43993 -0.02772 1.47553
C -1.37764 -2.15491 -2.29123
H -2.42669 -1.88129 -2.15182
H -1.31039 -3.25565 -2.33914
H -0.93040 -1.83028 -3.24598
Si -0.31320 -0.97347 -1.31425
C 1.51573 -0.87197 -1.56514
C 2.20070 0.35339 -1.45230
H 1.70791 1.24267 -1.04712
C 3.53070 0.46670 -1.87800
H 4.04734 1.42788 -1.83290
C 4.21262 -0.64900 -2.38511
H 5.23249 -0.55550 -2.78508
C 3.57592 -1.90063 -2.36755
H 4.12591 -2.79116 -2.69505
C 2.25005 -2.02510 -1.92613
H 1.78257 -3.01520 -1.86515
C -1.26952 0.58993 -1.81211
C -0.81380 1.39414 -2.86542
H 0.20366 1.26235 -3.24947
C -1.68754 2.31234 -3.46862
H -1.33609 2.89185 -4.32339
C -2.98447 2.48080 -2.97629
H -3.66315 3.18497 -3.45824
C -3.41388 1.74680 -1.86291
H -4.41591 1.89865 -1.45257
C -2.55447 0.81312 -1.27510
H -2.91074 0.22406 -0.41923
H -0.75265 -0.91809 0.19018
H -0.57561 -2.44005 -0.98796
N 1.18163 -0.94441 2.19790
C 0.84583 -1.92273 3.28886
C -0.49297 -1.58146 3.87645
N -1.42425 -1.14357 2.76766
H 1.64167 -1.38076 1.40113
H 1.83512 -0.23098 2.52900
H 0.83159 -2.92542 2.85778
H 1.61670 -1.87720 4.05585
H -0.93178 -2.42236 4.41580
H -0.41005 -0.73991 4.56954
H -2.26630 -0.69007 3.13104
H -1.73492 -1.93172 2.19876
*
```


4.
This record from the Open Molecules 2025 dataset describes one molecule with the formula C20H28N2O3. The level of theory is the ωB97M-V functional and the def2-TZVPD basis.

Results
Calculated total energy in Eh: -1114.193695
Highest occupied orbital energy in eV: -9.05
SMILES: O=C1CCCN1CCC(=O)N1CCC[C@@](CO)(Cc2ccccc2)C1

Structure (ORCA input):
```
! RIJCOSX wB97M-V def2-TZVPD def2/J DEFGRID3
* xyz 0 1
O -3.62478 -2.07752 -1.69380
C -4.24203 -1.55482 -0.78742
C -5.11616 -2.25150 0.24569
C -5.26161 -1.21238 1.35575
C -5.07114 0.12228 0.62755
N -4.28373 -0.23457 -0.53165
C -3.57043 0.73994 -1.32040
C -2.05474 0.57391 -1.16793
C -1.59533 0.98180 0.22327
O -2.33572 1.56193 1.00038
N -0.32629 0.66566 0.56638
C 0.16984 1.03011 1.87898
C 1.30184 2.04632 1.75352
C 2.40030 1.48725 0.85099
C 1.85529 1.04530 -0.51567
C 1.34405 2.24916 -1.33932
O 2.32037 3.22920 -1.58147
C 2.95909 0.35486 -1.34997
C 3.60975 -0.81826 -0.67618
C 3.09087 -2.09970 -0.82508
C 3.67613 -3.17992 -0.18852
C 4.79586 -2.99664 0.60445
C 5.33323 -1.72875 0.74547
C 4.74557 -0.65045 0.10796
C 0.68467 0.07302 -0.27548
H -6.07464 -2.48258 -0.22402
H -4.66539 -3.18590 0.57379
H -4.47014 -1.34415 2.09426
H -6.22144 -1.26840 1.86540
H -6.03238 0.54948 0.31149
H -4.53419 0.85917 1.22765
H -3.87679 1.73391 -0.99260
H -3.83271 0.60169 -2.37477
H -1.54536 1.19130 -1.91042
H -1.82000 -0.47412 -1.35666
H -0.66553 1.44186 2.44705
H 0.53656 0.12551 2.37817
H 0.90262 2.97908 1.35143
H 1.70902 2.25800 2.74344
H 3.19752 2.22290 0.72043
H 2.84100 0.61566 1.34046
H 1.04065 1.89925 -2.33001
H 0.46533 2.69131 -0.85146
H 2.55069 3.65191 -0.74715
H 3.71160 1.11103 -1.58316
H 2.51346 0.02624 -2.29144
H 2.22673 -2.25635 -1.45493
H 3.25852 -4.16797 -0.31542
H 5.25319 -3.83899 1.10181
H 6.21530 -1.57935 1.35102
H 5.17954 0.33375 0.21299
H 0.26002 -0.23278 -1.22901
H 1.07192 -0.81770 0.23413
*
```


Which value of calculated total energy does entry 3 give?
-2685.995297 Eh